(1)
This record from the OMol25 dataset describes a 3-piece molecular cluster, C6H16O3 overall at a distorted geometry. The level of theory is wB97M-V/def2-TZVPD.

Last columns: bonded neighbours and bond lengths (Å).
Element x y z (Å)
1 C -2.657 1.288 -0.505  C2 1.499, H8 1.024, H9 1.138, H10 1.115
2 C -2.029 0.357 0.487  C1 1.499, C3 1.486, H11 1.088, H12 1.199
3 C -0.605 -0.057 0.390  C2 1.486, C4 1.506, H13 1.069, H14 1.102
4 C -0.261 -1.502 0.638  C3 1.506, C5 1.621, H15 1.189, H16 1.146
5 C 0.249 -2.367 -0.634  C4 1.621, C6 1.556, H17 1.143, H18 1.040
6 C 1.576 -1.821 -1.235  C5 1.556, O7 1.243, H19 1.109
7 O 2.622 -2.489 -1.186  C6 1.243
8 H -2.353 2.264 -0.449  C1 1.024
9 H -3.726 1.647 -0.356  C1 1.138
10 H -2.633 0.870 -1.539  C1 1.115
11 H -2.514 -0.607 0.624  C2 1.088
12 H -2.224 0.969 1.500  C2 1.199
13 H 0.009 0.393 1.141  C3 1.069
14 H -0.093 0.361 -0.492  C3 1.102
15 H -1.054 -2.202 1.181  C4 1.189
16 H 0.738 -1.479 1.200  C4 1.146
17 H 0.417 -3.474 -0.403  C5 1.143
18 H -0.461 -2.413 -1.393  C5 1.040
19 H 1.490 -0.818 -1.701  C6 1.109
20 O 2.568 2.222 -1.266  H21 0.934, H22 0.858
21 H 2.702 1.318 -1.458  O20 0.934
22 H 2.096 2.173 -0.551  O20 0.858
23 O 1.710 1.545 1.814  H24 0.998, H25 0.959
24 H 2.259 2.334 1.543  O23 0.998
25 H 2.175 1.486 2.650  O23 0.959

The calculation puts the orbital gap at 10.13 eV. The calculation puts the energy at -12621.1797 eV. The LUMO energy is 0.317 eV. Its total charge is 0. The SMILES is CCCCCC=O.O.O. Its energy above the lowest of the compared OMol25 structures with the same formula, charge and spin is 2.509 eV.

=====

(2)
This record from the OMol25 dataset describes one molecule with the formula C4H3N at a distorted geometry. The level of theory is wB97M-V/def2-TZVPD.

Last columns: bonded neighbours and bond lengths (Å).
Element x y z (Å)
1 C -0.181 -1.419 -0.015  C2 1.328, H6 1.100, H7 1.111, H8 1.239
2 C -0.189 -0.092 0.009  C1 1.328, C3 1.277
3 C -0.166 1.184 -0.054  C2 1.277, C4 1.368
4 C 0.270 2.477 -0.158  C3 1.368, N5 1.194
5 N 0.826 3.530 -0.074  C4 1.194
6 H -1.030 -1.893 -0.528  C1 1.100
7 H 0.899 -1.649 -0.143  C1 1.111
8 H -0.429 -2.138 0.964  C1 1.239

The calculation puts the orbital gap at 10.04 eV. The calculation puts the energy at -5682.9001 eV. The LUMO energy is 0.202 eV. Its total charge is 0. The SMILES is CC#CC#N. Its energy above the lowest of the compared OMol25 structures with the same formula, charge and spin is 1.608 eV.